(1)
The ion C16H15N2 with charge +1 at a distorted geometry. Source: the OMol25 dataset; level of theory: the ωB97M-V functional and the def2-TZVPD basis.

Last column: Mulliken charge in e.
Geometry (Å):
C1 -0.04854 0.47624 -0.51328  0.424
C2 -1.32902 -0.38224 -0.52067  0.123
C3 -2.47874 0.37043 -0.34280  -0.386
C4 -3.75768 -0.18758 -0.51529  -0.734
C5 -3.84737 -1.58471 -0.80751  -0.300
C6 -2.69224 -2.36177 -1.07941  -0.793
C7 -1.43396 -1.72756 -1.05304  -0.474
C8 1.23274 -0.31141 -0.37850  0.507
C9 2.34518 0.46218 -0.71360  -0.458
C10 3.58129 -0.14406 -0.93299  -0.693
C11 3.66020 -1.55156 -0.84615  -0.406
C12 2.56426 -2.34331 -0.45538  -0.755
C13 1.36011 -1.71289 -0.07211  -0.391
H1 -0.03867 1.11405 -1.48326  0.331
H2 -2.41910 1.45690 -0.25340  0.318
H3 -4.67816 0.40986 -0.39490  0.380
H4 -4.83281 -2.07086 -0.91623  0.359
H5 -2.75350 -3.43035 -1.38634  0.356
H6 -0.60808 -2.19273 -1.57895  0.713
H7 2.21824 1.50589 -1.02726  0.256
H8 4.44594 0.47611 -1.18219  0.391
H9 4.59058 -2.05315 -1.08766  0.396
H10 2.60400 -3.44823 -0.46892  0.374
H11 0.49697 -2.34013 0.23282  0.740
N1 0.22756 1.54361 0.83530  0.307
C14 0.73810 2.77874 0.94545  -0.174
N2 0.51348 3.27350 2.17647  -0.029
C15 -0.12843 2.31818 2.90669  -0.630
C16 -0.26856 1.26113 2.10280  -0.336
H12 1.17202 3.39325 0.17434  0.411
H13 0.77025 4.20033 2.47239  0.226
H14 -0.42513 2.46576 3.90527  0.441
H15 -0.78096 0.33638 2.25830  0.506

Atomic forces in eV per Å
1.2 -0.5 0.1
0.1 0.4 -0.7
-1.6 -0.2 -0.4
0.2 -1.6 0.1
0.1 0.4 0.0
0.1 1.0 -0.1
-0.6 1.2 0.6
0.3 -0.7 -0.3
0.7 -0.9 -1.0
-0.3 -0.7 0.5
-0.1 0.1 0.1
-0.3 0.7 0.4
0.0 0.8 -1.3
0.1 -0.5 2.1
0.1 -0.3 0.4
0.7 -0.4 -0.1
0.6 0.4 0.2
-0.1 1.1 0.2
0.1 -0.1 0.6
0.1 -0.4 0.4
-0.2 -0.4 -0.1
0.0 0.1 0.0
0.2 0.8 0.2
0.8 0.8 -0.1
-1.4 0.5 0.1
-0.6 0.2 -0.7
0.4 -0.5 -1.0
0.3 0.1 0.0
-0.7 -1.2 -1.2
0.1 -0.3 -0.2
0.1 0.0 0.1
-0.2 0.1 0.9
-0.1 -0.3 0.2

**Frontier orbital gap**: 9.3 eV
**Molecular weight**: 235.31 g/mol
**Max |F|**: 0.043 hartree/bohr
**SMILES**: c1ccc(C(c2ccccc2)n2cc[nH+]c2)cc1
**Net charge**: +1

(2)
A structure of composition C16H15N3O at a distorted geometry. Source: the OMol25 dataset; level of theory: the ωB97M-V functional and the def2-TZVPD basis.

Last column: Mulliken charge in e.
Geometry (Å):
C1 2.29396 2.95540 1.99599  -0.037
C2 2.67508 2.07276 0.82904  -0.820
C3 2.04014 0.74799 0.69775  -0.275
C4 1.12745 0.48342 1.64624  -0.137
C5 0.94093 1.42830 2.62629  0.372
C6 1.41168 2.65426 2.94546  -0.843
H1 1.06242 3.39227 3.82201  0.277
H2 0.11435 0.96780 3.43138  0.103
C7 0.55965 -0.88430 1.58234  0.060
C8 0.35013 -1.65513 2.60973  -0.137
C9 -0.26684 -3.10536 2.65867  -1.163
C10 -0.60250 -3.46783 1.39332  -0.525
C11 -0.50296 -2.39553 0.09961  0.068
C12 -0.11354 -1.33657 0.35935  -0.242
O1 0.13735 -0.50495 -0.84721  -0.354
C13 -0.88887 0.74326 -0.69632  -0.298
C14 -0.77874 1.43998 -2.25351  -0.936
N1 -1.39643 0.49205 -3.11600  0.537
C15 -0.92489 -0.89266 -3.74686  -0.188
N2 -1.89144 -1.27533 -4.38484  -0.396
C16 -2.70558 -0.40895 -4.43325  -0.194
N3 -2.68106 0.62711 -3.46207  -0.757
H3 -3.78285 -0.59104 -4.93462  0.275
H4 -0.07946 -1.14654 -3.27761  0.558
H5 0.45397 1.20333 -2.50074  0.269
H6 -1.34324 2.18231 -2.28101  0.657
H7 -0.45169 1.56161 -0.11708  0.302
H8 -1.88768 0.19545 -0.56505  0.406
H9 -1.06191 -2.73786 -0.64321  0.672
H10 -1.22962 -4.27984 1.19787  0.371
H11 -0.28707 -3.70618 3.40606  0.615
H12 0.87661 -1.38335 3.58166  0.310
H13 2.35097 0.16977 0.00621  0.955
H14 3.57297 2.49768 0.24106  0.289
H15 2.90868 3.95665 2.12934  0.205

Atomic forces in eV per Å
5.1 2.5 -4.0
-0.3 0.6 2.1
1.8 8.7 3.3
0.4 -0.8 0.3
-6.3 -4.2 5.3
-1.2 1.2 1.3
0.9 -2.2 -2.1
1.9 1.3 -1.9
-2.5 1.2 -1.5
1.0 -4.1 5.6
1.6 7.1 -8.3
-0.2 3.5 -1.5
-5.2 -16.9 4.6
8.5 15.7 0.2
-3.1 2.6 2.4
1.7 -1.6 -4.1
7.1 -11.2 2.7
-0.4 -3.9 -1.8
1.0 7.2 4.7
4.7 -8.3 -3.3
-14.3 7.6 0.7
2.7 -1.7 -3.5
2.6 0.6 1.1
3.1 -1.8 0.9
-3.5 2.1 0.8
-3.7 7.6 -0.4
-0.5 -0.8 0.9
1.4 1.6 0.3
-1.6 -1.2 -3.6
-0.4 -1.6 -0.4
-0.2 -3.4 5.1
-0.9 -0.1 -1.2
1.8 -4.1 -4.7
-1.8 -1.2 0.7
-1.2 -2.0 -0.7

**Frontier orbital gap**: 9.1 eV
**Molecular weight**: 265.32 g/mol
**Max |F|**: 0.355 hartree/bohr

(3)
The molecule C16H15N3O2S3 at a distorted geometry. Source: the OMol25 dataset; level of theory: the ωB97M-V functional and the def2-TZVPD basis.

Last column: Mulliken charge in e.
Geometry (Å):
C1 4.09765 2.88658 1.00358  -0.899
H1 4.96450 2.82720 1.44416  0.345
O1 3.20493 1.87659 1.58634  -0.416
C2 1.98015 1.85810 1.12316  0.510
C3 1.44723 2.60584 -0.14820  -1.121
C4 0.20661 2.31118 -0.30471  -0.813
C5 -0.59403 1.48575 0.52727  0.492
C6 0.00044 0.69269 1.39700  -0.122
C7 1.31381 0.97405 1.82473  -0.390
H2 1.60559 0.54665 2.76105  0.490
H3 -0.54153 -0.12039 2.13954  0.300
C8 -1.79614 0.95486 -0.10512  0.108
C9 -2.93753 2.03244 -0.66974  -0.862
S1 -4.36254 1.01939 -0.80512  -0.308
C10 -3.58839 -0.39278 -0.42776  0.453
N1 -2.38228 -0.20483 0.20725  -0.239
N2 -4.45031 -1.42576 -0.33022  -0.051
C11 -3.91246 -2.79018 -0.40433  0.082
O2 -4.75151 -3.90187 -0.58455  -0.630
C12 -2.40550 -3.09370 -0.49838  -0.380
H4 -1.87781 -2.25386 -1.25737  0.367
H5 -2.14792 -4.06622 -0.90708  0.539
S2 -1.55530 -3.19896 1.07894  -0.136
C13 -0.02306 -2.44612 0.71984  0.418
N3 0.32709 -2.09690 -0.82094  -0.453
C14 1.42210 -1.52642 -0.70651  0.289
C15 2.13559 -1.50575 0.40470  -0.063
S3 1.31799 -2.61507 1.64997  -0.084
H6 3.26790 -1.32389 0.74673  0.282
C16 1.88893 -0.78331 -1.88050  -1.289
H7 3.04856 -0.66197 -1.89099  0.286
H8 1.41641 0.12113 -2.22974  0.214
H9 1.78491 -1.52116 -2.76542  0.369
H10 -5.37756 -1.34102 -0.40432  0.181
H11 -2.76504 3.01540 -0.68122  0.612
H12 -0.15952 2.48107 -1.17139  0.674
H13 2.11431 3.11890 -0.72843  0.614
H14 3.72120 3.92842 1.17953  0.332
H15 4.36254 2.53391 -0.07171  0.300

Atomic forces in eV per Å
-4.3 -0.8 -3.2
4.5 -0.6 3.0
4.1 2.7 -0.4
0.6 2.6 -3.3
3.9 -3.0 6.7
-1.7 -1.4 3.3
-0.7 -1.2 -3.5
0.2 -2.6 6.0
-4.4 -1.5 0.4
0.9 -0.2 0.0
0.9 2.1 -2.6
-6.4 4.6 -0.3
2.4 -8.9 1.9
1.2 3.4 -1.6
1.9 2.8 2.9
-0.7 -1.5 -2.5
6.4 -6.6 0.6
-5.0 -5.2 -1.6
4.6 7.3 1.4
0.8 2.8 -2.1
-1.2 -2.2 2.4
-1.1 0.0 -0.5
0.5 0.8 0.6
-1.1 -1.6 -5.9
-7.5 -3.0 5.7
4.3 3.5 -1.3
4.8 -1.9 5.4
1.1 2.5 -1.2
-2.9 0.0 -1.5
3.5 -1.7 -3.5
-2.0 0.2 0.3
-0.4 0.3 0.6
-0.1 1.1 1.1
-4.2 0.4 -0.4
0.0 3.6 -0.3
-3.1 1.8 -5.7
1.2 1.2 -1.6
0.0 -1.0 -0.8
-1.0 1.2 1.4

**Frontier orbital gap**: 7.2 eV
**Molecular weight**: 377.52 g/mol
**Max |F|**: 0.193 hartree/bohr
**SMILES**: COc1ccc(-c2csc(NC(=O)CSc3nc(C)cs3)n2)cc1

(4)
The molecule C16H15N3O4S at a distorted geometry. Source: the OMol25 dataset; level of theory: the ωB97M-V functional and the def2-TZVPD basis.

Last column: Mulliken charge in e.
Geometry (Å):
C1 -2.28862 5.06185 -0.12460  -0.963
N1 -1.61577 3.92230 0.46072  0.078
C2 -1.79024 2.66821 0.00341  0.418
C3 -1.16810 1.60631 0.55187  -0.706
C4 -0.28502 1.76068 1.68239  0.625
O1 0.31793 0.87244 2.23747  -0.637
N2 -0.16280 3.09019 2.10789  -0.013
C5 -0.78768 4.18111 1.55398  0.445
O2 -0.63881 5.30424 1.97079  -0.617
C6 0.69347 3.37007 3.24886  -1.128
H1 1.11824 2.42597 3.58085  0.349
H2 0.10729 3.82615 4.04593  0.325
H3 1.48222 4.06211 2.95572  0.328
S1 -1.54257 -0.01299 -0.11649  1.234
O3 -2.38828 0.25013 -1.25066  -0.748
O4 -2.01715 -0.87258 0.91402  -0.609
N3 -0.07647 -0.52773 -0.72225  -0.258
C7 0.49311 -1.76066 -0.35962  0.511
C8 0.69551 -2.02551 0.97180  -0.051
C9 1.27701 -3.23344 1.37485  -1.078
C10 1.66983 -4.15930 0.45012  -0.787
C11 1.47618 -3.92145 -0.92574  0.803
C12 1.86912 -4.86998 -1.89385  -0.778
C13 1.65462 -4.65189 -3.22473  -0.538
C14 1.02594 -3.47175 -3.64616  -0.830
C15 0.64240 -2.52689 -2.73502  -0.790
C16 0.86122 -2.71186 -1.35263  1.051
H4 0.14571 -1.63396 -3.09018  0.232
H5 0.84280 -3.31396 -4.69898  0.389
H6 1.95772 -5.38469 -3.95787  0.387
H7 2.34368 -5.78037 -1.55649  0.383
H8 2.12965 -5.08801 0.75534  0.377
H9 1.42024 -3.41719 2.42881  0.405
H10 0.40556 -1.29144 1.70336  0.449
H11 -0.04874 -0.33060 -1.71108  0.294
H12 -2.45597 2.51806 -0.83502  0.500
H13 -2.96000 5.51155 0.60826  0.325
H14 -1.55131 5.81332 -0.40903  0.319
H15 -2.85192 4.74153 -0.99605  0.303

Atomic forces in eV per Å
-0.1 0.5 0.0
0.1 -0.2 0.2
0.1 -0.4 0.0
-0.4 -0.8 -0.4
0.0 0.2 0.0
0.0 -0.2 0.0
0.1 -0.1 0.1
-0.1 -0.1 -0.2
0.0 0.2 0.1
0.2 0.0 0.3
0.0 0.1 0.0
0.0 0.0 0.0
0.0 0.0 0.0
-0.1 0.7 -0.3
0.2 0.1 -0.1
0.4 0.0 0.1
-0.6 0.4 0.0
0.3 -0.6 0.8
0.0 0.1 -0.3
0.1 -0.3 -0.1
0.0 0.1 0.2
-0.1 0.3 0.0
0.0 0.0 -0.2
0.1 -0.2 0.2
-0.1 0.3 0.0
0.0 0.0 -0.2
0.1 -0.1 0.1
0.0 0.0 -0.1
0.0 0.0 -0.1
0.0 -0.1 0.0
0.0 -0.1 0.0
0.0 -0.1 0.0
0.0 0.0 0.1
0.0 0.1 0.1
-0.1 0.1 0.0
0.0 0.1 0.0
0.0 0.0 -0.1
-0.1 0.0 0.0
0.0 -0.1 0.0

**Frontier orbital gap**: 8.2 eV
**Molecular weight**: 345.38 g/mol
**Max |F|**: 0.020 hartree/bohr
**SMILES**: Cn1cc(S(=O)(=O)Nc2cccc3ccccc23)c(=O)n(C)c1=O

(5)
The molecule C16H15N3O5 at a distorted geometry. Source: the OMol25 dataset; level of theory: the ωB97M-V functional and the def2-TZVPD basis.

Last column: Mulliken charge in e.
Geometry (Å):
O1 -5.72799 -0.25935 -0.06843  -0.650
C1 -4.56453 -0.16339 0.23981  0.423
N1 -3.80934 0.86895 -0.25277  -0.332
N2 -2.54835 1.11002 0.11278  0.090
C2 -1.81182 1.90838 -0.55446  -0.377
C3 -0.45439 2.12904 -0.15663  0.512
C4 0.54708 2.84678 -0.77052  -0.800
C5 1.69057 2.69902 0.03976  -0.437
C6 1.30744 1.91002 1.08479  -0.367
O2 0.02114 1.56138 0.97501  -0.285
H1 1.83931 1.54500 1.94196  0.567
H2 2.65809 3.12518 -0.13089  0.482
H3 0.46927 3.40113 -1.68299  0.477
H4 -2.15342 2.43798 -1.44834  0.377
H5 -4.23252 1.39879 -1.02030  0.243
C7 -3.87741 -1.15034 1.18326  -0.617
N3 -2.45453 -1.29714 0.99740  -0.203
C8 -1.98558 -1.62477 -0.24257  0.204
O3 -2.71276 -2.02976 -1.12745  -0.656
C9 -0.52370 -1.41192 -0.43029  0.442
C10 0.39135 -1.47553 0.61149  -0.374
C11 1.73151 -1.20264 0.38200  0.421
C12 2.16018 -0.82611 -0.89567  0.767
C13 1.24555 -0.79825 -1.94215  -0.631
C14 -0.07893 -1.10136 -1.71339  -1.190
H6 -0.79589 -1.08691 -2.51917  0.496
H7 1.60187 -0.52872 -2.92325  0.469
O4 3.45853 -0.48360 -1.15923  -0.473
C15 4.23946 -0.27374 -0.00362  -0.312
C16 3.95541 -1.36093 1.03138  -0.558
H8 4.55669 -1.21997 1.93054  0.365
O5 2.60616 -1.30215 1.43689  -0.465
H9 4.17266 -2.34404 0.59212  0.294
H10 5.28150 -0.29488 -0.32638  0.382
H11 4.00490 0.70826 0.42944  0.126
H12 0.09928 -1.76116 1.60943  0.561
H13 -1.86578 -0.69702 1.55382  0.353
H14 -4.07560 -0.84228 2.21154  0.392
H15 -4.36543 -2.11392 1.00512  0.287

Atomic forces in eV per Å
-0.1 -0.1 0.0
0.1 -0.2 0.2
-0.5 0.7 -0.9
0.7 0.5 0.3
-0.8 -0.3 0.0
0.9 0.7 -0.6
-0.8 -0.4 0.3
0.0 -0.3 0.6
0.8 0.5 -0.3
-0.5 -0.1 0.1
0.0 -0.1 0.1
0.2 0.0 0.0
-0.1 0.1 -0.2
0.0 -0.1 0.0
0.1 -0.2 0.2
-0.1 -0.3 -0.1
0.1 -0.5 0.3
0.2 -0.1 0.5
-0.2 0.1 -0.2
0.3 0.0 -0.2
0.1 0.0 -0.2
0.1 -0.1 -0.1
-0.1 0.0 0.1
0.1 0.0 0.2
-0.1 0.0 0.1
-0.1 0.0 -0.1
0.0 0.1 -0.1
-0.3 -0.1 -0.2
0.1 -0.1 0.6
0.4 0.1 -0.4
0.0 0.0 -0.1
-0.4 0.1 0.0
0.0 0.1 0.1
-0.1 0.0 0.1
0.1 -0.1 -0.1
0.0 0.0 0.2
-0.1 0.0 -0.2
0.0 0.0 -0.1
0.0 0.3 0.1

**Frontier orbital gap**: 8.5 eV
**Molecular weight**: 329.31 g/mol
**Max |F|**: 0.025 hartree/bohr
**SMILES**: O=C(CNC(=O)c1ccc2c(c1)OCCO2)N/N=C/c1ccco1

(6)
The molecule C16H15NO5S. Source: the OMol25 dataset; level of theory: the ωB97M-V functional and the def2-TZVPD basis.

Last column: Mulliken charge in e.
Geometry (Å):
C1 0.80914 -6.96821 -4.80971  -0.653
H1 -0.03800 -7.65711 -4.79122  0.291
H2 1.70156 -7.50298 -4.47782  0.293
H3 0.95341 -6.56586 -5.80909  0.227
O1 0.55819 -5.85532 -3.96555  -0.298
C2 0.35238 -6.14011 -2.67053  0.594
O2 0.37720 -7.26398 -2.23163  -0.610
C3 0.09318 -4.92921 -1.85471  0.296
C4 -0.14239 -5.08999 -0.49091  -0.778
C5 -0.38709 -3.99052 0.30632  -0.597
C6 -0.40673 -2.71461 -0.24739  0.940
C7 -0.17491 -2.55534 -1.60826  -0.590
C8 0.07788 -3.65271 -2.40892  -0.684
H4 0.26039 -3.52804 -3.46441  0.446
H5 -0.18875 -1.56377 -2.03261  0.416
C9 -0.70637 -1.53008 0.62672  -0.631
H6 -1.79303 -1.38894 0.71057  0.281
H7 -0.31177 -1.67441 1.63914  0.412
O3 -0.13786 -0.34406 0.06804  -0.176
C10 -0.01760 0.70166 0.87938  0.681
O4 -0.35168 0.71725 2.03474  -0.588
C11 0.62941 1.87638 0.16638  -0.916
N1 0.58901 3.05368 0.99012  -0.123
C12 -0.03060 4.18401 0.55219  0.642
O5 -0.40883 4.31782 -0.59694  -0.666
C13 -0.16662 5.25553 1.54569  0.144
C14 -0.72326 6.48396 1.31102  -0.443
C15 -0.72875 7.31353 2.44744  -0.431
C16 -0.17749 6.70998 3.53424  -0.381
S1 0.35853 5.11768 3.19450  -0.209
H8 -0.05169 7.10439 4.52332  0.433
H9 -1.12438 8.31304 2.45862  0.400
H10 -1.10947 6.76114 0.34719  0.455
H11 0.71258 2.90268 1.98141  0.284
H12 1.66220 1.60299 -0.08333  0.271
H13 0.09693 2.09796 -0.76426  0.417
H14 -0.56593 -4.11817 1.36373  0.398
H15 -0.12459 -6.08671 -0.07717  0.452

Atomic forces in eV per Å
0.1 -0.4 -0.1
0.1 0.0 0.0
-0.1 0.0 -0.1
0.0 0.0 0.1
-0.1 0.4 0.1
0.0 -0.3 0.0
0.0 0.1 -0.1
-0.1 0.2 0.2
0.0 -0.1 -0.2
0.0 0.2 -0.1
0.1 0.2 -0.1
0.0 0.1 0.1
0.0 -0.2 0.0
0.0 0.0 -0.1
0.0 0.1 -0.1
-0.3 -0.2 0.5
0.2 0.0 0.0
-0.1 0.0 -0.2
0.1 -0.2 -0.4
0.1 0.4 0.1
0.0 -0.1 0.0
0.0 0.0 -0.1
0.1 -0.3 0.2
0.2 -0.2 -0.2
-0.1 0.1 -0.1
-0.1 0.5 0.5
0.2 -0.5 -0.1
0.0 0.0 0.2
0.1 -0.3 0.0
-0.2 0.4 -0.4
0.0 0.1 0.2
-0.1 0.2 0.0
-0.1 0.0 -0.2
-0.1 0.0 -0.1
-0.2 -0.1 -0.1
0.1 -0.1 0.1
0.0 0.0 0.1
0.0 -0.1 0.0

**Frontier orbital gap**: 9.7 eV
**Molecular weight**: 333.36 g/mol
**Max |F|**: 0.014 hartree/bohr
**SMILES**: COC(=O)c1ccc(COC(=O)CNC(=O)c2cccs2)cc1

What did we get for ΔE to the lowest compared entry with this formula, charge and spin? Answer: 34.74; 308.13; 247.60; 0.00; 43.66; 0.00 kcal/mol, in the order shown.